{"formula": "C11H12NO2", "method": "wB97M-V/def2-TZVPD", "elements": ["O", "O", "N", "C", "C", "C", "C", "C", "C", "C", "C", "C", "C", "C", "H", "H", "H", "H", "H", "H", "H", "H", "H", "H", "H", "H"], "coordinates": [[2.171, -0.004, -1.642], [2.524, -1.709, -3.079], [-0.186, 0.247, -0.498], [-1.828, 0.494, 1.105], [2.867, -0.819, -2.302], [-0.217, -0.910, 3.091], [4.428, -0.515, -2.066], [0.206, -0.753, 1.738], [-0.539, -0.080, 0.795], [-3.538, 1.842, -0.427], [-1.459, -0.296, 3.372], [-2.176, 0.434, 2.447], [-1.242, 0.900, -1.018], [-2.255, 1.163, -0.099], [4.943, -0.518, -3.078], [-3.884, 1.432, -1.364], [-1.790, -0.281, 4.398], [-4.323, 1.618, 0.298], [0.675, -0.033, -1.023], [4.893, -1.331, -1.491], [-1.147, 1.314, -1.998], [4.614, 0.479, -1.693], [-3.498, 2.971, -0.497], [1.163, -1.177, 1.441], [-3.059, 0.801, 2.934], [0.555, -1.135, 3.820]], "total_charge": -1, "e_above_lowest_kcal_mol": 17.0, "e_tot_ev": -17188.63516}